Record 1
Below is a 4-piece molecular cluster, C29H53NO11 overall, with properties calculated with ωB97M-V with the def2-TZVPD basis set.

Geometry as ORCA input:
```
! RIJCOSX wB97M-V def2-TZVPD def2/J DEFGRID3
* xyz 0 1
C 5.2022 0.8393 -0.5044
C 4.7114 1.8707 -0.8557
C 3.9605 3.0402 -1.2946
C 2.4444 2.7056 -1.2849
C 1.6206 3.6432 -0.3993
C 0.2545 3.0566 -0.2641
C -0.7979 3.3781 -1.0269
C -2.0657 2.6338 -0.7848
O -3.1567 3.1484 -0.8231
C -1.8624 1.1868 -0.4151
N -2.7716 0.2088 -0.9336
C -0.8208 0.8902 0.3735
C 0.0437 2.0195 0.7982
O 0.5128 2.1322 1.9071
H 5.3718 -0.1373 -0.1192
H 4.1981 3.8989 -0.6734
H 4.2601 3.2333 -2.3230
H 2.0523 2.6795 -2.2971
H 2.3523 1.7089 -0.8592
H 2.0772 3.6880 0.5893
H 1.5915 4.6553 -0.7962
H -0.7558 4.1257 -1.8049
H -2.3157 -0.1853 -1.7525
H -2.7874 -0.5418 -0.2519
H -0.5863 -0.1207 0.6716
C 2.4368 -5.3472 -1.8920
O 1.0575 -5.3906 -1.5867
C 0.6535 -4.3677 -0.6966
C -0.7518 -3.8882 -0.9896
O -0.8704 -3.0535 -2.1339
C -0.7183 -3.6488 -3.4163
C -1.8677 -4.5354 -3.8413
O -1.8486 -5.7746 -3.1539
C -3.1359 -6.2851 -2.8861
H 3.0459 -5.6214 -1.0238
H 2.6170 -6.0631 -2.6919
H 2.7313 -4.3521 -2.2446
H 1.3399 -3.5147 -0.7560
H 0.6793 -4.7714 0.3253
H -1.0530 -3.2538 -0.1512
H -1.4558 -4.7205 -1.0307
H 0.2358 -4.1707 -3.5004
H -0.6878 -2.8063 -4.1115
H -1.7726 -4.7385 -4.9163
H -2.8132 -4.0095 -3.6671
H -3.7558 -5.5438 -2.3688
H -3.0179 -7.1500 -2.2359
H -3.6374 -6.5989 -3.8083
C 3.9026 -2.7747 1.8661
O 5.2416 -3.0896 1.5581
C 6.1831 -2.4969 2.4398
C 7.3760 -3.4021 2.6501
O 7.1343 -4.5115 3.5012
C 6.3183 -5.5692 3.0210
C 6.9614 -6.4358 1.9610
O 7.0066 -5.7746 0.7064
C 8.1519 -6.0937 -0.0519
H 3.6842 -1.7221 1.6495
H 3.2681 -3.4026 1.2424
H 3.6733 -2.9888 2.9160
H 5.7209 -2.2794 3.4088
H 6.5287 -1.5543 1.9948
H 8.1390 -2.8163 3.1679
H 7.8029 -3.7169 1.6963
H 5.3445 -5.2036 2.6908
H 6.1469 -6.2037 3.8938
H 6.3615 -7.3484 1.8440
H 7.9680 -6.7181 2.2877
H 9.0678 -5.9290 0.5269
H 8.1682 -5.4336 -0.9174
H 8.1216 -7.1332 -0.3973
C -9.5327 7.8089 2.3358
O -8.7034 6.9965 1.5375
C -8.6723 7.3917 0.1757
C -7.3130 7.1503 -0.4431
O -6.3133 8.0820 -0.0595
C -5.7988 8.0124 1.2620
C -4.8935 6.8288 1.5236
O -5.6312 5.6273 1.6412
C -4.9422 4.5015 1.1283
H -10.5905 7.6596 2.0904
H -9.3677 7.5258 3.3741
H -9.2770 8.8687 2.2215
H -8.9256 8.4535 0.0778
H -9.4184 6.7991 -0.3703
H -7.4225 7.2898 -1.5213
H -6.9826 6.1228 -0.2823
H -6.5967 8.0696 2.0044
H -5.1901 8.9135 1.3703
H -4.3607 6.9986 2.4700
H -4.1565 6.7541 0.7159
H -4.6090 4.6767 0.1075
H -5.6363 3.6630 1.1263
H -4.0816 4.2514 1.7604
*
```

Properties
* LUMO: -0.803 eV
* gap between HOMO and LUMO: 8.1 eV
* HOMO level: -8.86 eV
* SMILES: C#CCCCC1=CC(=O)C(N)=CC1=O.COCCOCCOC.COCCOCCOC.COCCOCCOC


Record 2
Below is a single C2H4IN molecule in a non-equilibrium geometry, with properties calculated with ωB97M-V with the def2-TZVPD basis set.

Geometry as ORCA input:
```
! RIJCOSX wB97M-V def2-TZVPD def2/J DEFGRID3
* xyz 0 3
C 0.4201 -0.1750 0.1074
C -0.8746 0.4730 -0.1614
N 0.5125 -1.3138 0.7747
I 2.1456 0.7406 -0.8635
H -1.8455 0.1008 0.3736
H -1.1440 0.5073 -1.1851
H -0.7084 1.4403 0.3471
H 1.4943 -1.7732 0.6072
*
```

Properties
* LUMO (spin up / spin down): 0.285 / -2.991 eV
* gap between HOMO and LUMO (spin up / spin down): 6.4 / 6.9 eV
* HOMO level (spin up / spin down): -6.15 / -9.87 eV
* energy above the lowest of the compared OMol25 structures with the same formula, charge and spin: 184.40 kJ/mol


Record 3
Below is C16H32FMgO13 as an isolated structure in a non-equilibrium geometry, with properties calculated with ωB97M-V with the def2-TZVPD basis set.

Geometry as ORCA input:
```
! RIJCOSX wB97M-V def2-TZVPD def2/J DEFGRID3
* xyz 1 1
Mg -0.0950 0.3999 1.2670
F 0.7089 -0.8387 0.0223
C 1.4312 -1.1214 -4.8634
C 0.2168 -0.6861 -5.7278
C -0.9013 -0.3537 -4.5990
O -0.6469 -1.4798 -3.7487
C 0.7646 -1.7293 -3.6473
H 2.1271 -0.3426 -4.5513
H 1.9747 -1.9439 -5.3284
H -0.1659 -1.5150 -6.3233
H 0.4098 0.1436 -6.4078
H -1.9654 -0.2834 -4.8249
H -0.7056 0.5745 -4.0621
H 0.7702 -2.8189 -3.6158
H 1.1792 -1.3590 -2.7097
C -0.2630 -3.8590 1.7387
O -1.0745 -3.3854 2.7455
C -1.4232 -2.0768 2.8227
O -1.0194 -1.1703 2.1332
O -2.2511 -2.0226 3.8589
C -2.6793 -0.7977 4.4100
H 0.5576 -3.1916 1.4754
H -0.8620 -3.8869 0.8284
H 0.2265 -4.8120 1.9396
H -3.6631 -0.9861 4.8399
H -2.8124 0.0493 3.7369
H -1.9974 -0.5615 5.2269
C -2.3611 -2.0367 -1.1120
O -3.0318 -0.7955 -1.4009
C -2.6944 0.2914 -0.6383
O -1.7205 0.4476 0.0575
O -3.6328 1.2011 -0.7689
C -3.6720 2.3171 0.0344
H -2.2350 -2.3303 -0.0698
H -1.3816 -2.2452 -1.5424
H -2.9412 -2.8252 -1.5915
H -3.7378 1.8778 1.0297
H -4.5230 2.9982 0.0323
H -2.7781 2.9407 0.0475
C 1.8667 1.3142 -2.2702
O 1.6105 2.5978 -1.8347
C 1.0737 2.8448 -0.6464
O 0.5542 2.0621 0.2029
O 1.0491 4.2373 -0.5104
C 0.5880 4.8891 0.6540
H 2.0044 1.3938 -3.3485
H 1.0668 0.6429 -1.9575
H 2.6834 0.7167 -1.8651
H 1.0251 5.8811 0.5398
H 0.8514 4.3220 1.5468
H -0.4895 4.9890 0.5224
C 4.0531 0.4537 1.1668
O 3.7613 0.1983 2.5592
C 2.5575 0.0970 3.0828
O 1.4655 0.2028 2.5253
O 2.7838 -0.1765 4.3963
C 1.6684 -0.0202 5.2712
H 3.3806 -0.0092 0.4446
H 5.0878 0.1334 1.0446
H 4.1005 1.5426 1.1751
H 1.4719 0.9911 5.6271
H 1.9242 -0.6898 6.0923
H 0.7300 -0.4011 4.8681
*
```

Properties
* LUMO: -2.699 eV
* gap between HOMO and LUMO: 8.7 eV
* HOMO level: -11.44 eV
* energy above the lowest of the compared OMol25 structures with the same formula, charge and spin: 183.76 kJ/mol


Record 4
Below is a single C8H11I molecule in a non-equilibrium geometry, with properties calculated with ωB97M-V with the def2-TZVPD basis set.

Geometry as ORCA input:
```
! RIJCOSX wB97M-V def2-TZVPD def2/J DEFGRID3
* xyz 0 1
C -1.3759 -2.5279 -0.3691
C -0.8852 -1.2415 0.2090
C -1.4854 -0.0901 0.4157
I -3.5293 0.3426 -0.0187
C -0.2201 1.1265 0.9176
C 0.5397 1.2880 -0.2691
C 1.3992 2.5590 -0.4369
C 0.9208 0.2854 0.6940
C 0.5763 -1.1726 0.3924
H -2.2917 -2.4702 -0.9453
H -1.6212 -3.4289 0.1894
H -0.6083 -2.9439 -1.1064
H -0.4709 1.8404 1.6351
H 0.1048 0.9377 -1.2945
H 0.8379 3.3463 -0.6951
H 1.9267 2.3621 -1.2576
H 2.0752 2.8547 0.4354
H 1.9376 0.3343 1.0361
H 1.0072 -1.9080 1.0431
H 1.1627 -1.4938 -0.5752
*
```

Properties
* LUMO: 0.556 eV
* gap between HOMO and LUMO: 9.2 eV
* HOMO level: -8.65 eV
* SMILES: CC1=C(I)[C@@H]2[C@@H](C)[C@@H]2C1
* energy above the lowest of the compared OMol25 structures with the same formula, charge and spin: 78.67 kJ/mol


Record 5
Below is a 15-piece molecular cluster, C40H110O20 overall in a non-equilibrium geometry, with properties calculated with ωB97M-V with the def2-TZVPD basis set.

Geometry as ORCA input:
```
! RIJCOSX wB97M-V def2-TZVPD def2/J DEFGRID3
* xyz 0 1
C -10.3399 3.6807 6.7886
C -9.1630 3.9520 5.8839
C -8.4413 2.6328 5.5958
O -9.7454 4.3060 4.6179
H -11.2534 3.2070 6.4291
H -10.6815 4.6595 7.1250
H -9.9849 3.0572 7.6091
H -8.5477 4.8104 6.1533
H -8.1430 2.1896 6.5458
H -7.5164 2.6991 5.0229
H -9.0087 1.8617 5.0747
H -10.3784 3.6110 4.4233
C 0.5993 -9.8536 3.8711
C 1.8309 -9.0727 4.4697
C 3.2036 -9.6193 3.9533
O 1.7039 -7.7565 4.1197
H 0.5481 -9.6797 2.7963
H -0.3474 -9.5787 4.3362
H 0.6898 -10.9196 4.0798
H 1.8309 -9.0766 5.5597
H 3.3923 -10.5893 4.4134
H 4.0292 -8.9630 4.2286
H 3.1317 -9.6163 2.8657
H 0.8654 -7.4523 4.4746
C 0.2964 -9.4487 -3.6227
C -1.0576 -8.7497 -3.3175
C -0.8342 -7.4092 -2.7346
O -1.6998 -8.5065 -4.5470
H 0.1591 -10.2975 -4.2925
H 0.8366 -9.7666 -2.7309
H 1.0549 -8.8030 -4.0654
H -1.7244 -9.2964 -2.6507
H -1.7583 -6.8938 -2.4728
H -0.1504 -6.7566 -3.2775
H -0.2591 -7.4520 -1.8096
H -2.1984 -7.6881 -4.4892
C -4.3243 8.5169 2.1990
C -4.7742 8.1098 0.8517
C -5.7177 9.0531 0.1138
O -3.6243 7.9544 -0.0019
H -5.0978 8.7749 2.9224
H -3.6236 9.3497 2.1390
H -3.7396 7.6847 2.5909
H -5.2981 7.1649 0.9958
H -5.4306 10.1043 0.1369
H -6.7556 9.0575 0.4468
H -5.7696 8.9180 -0.9665
H -3.3748 8.8472 -0.2515
C -1.3709 0.5129 0.7912
C 0.0658 0.7915 0.3985
C 0.8358 -0.3848 -0.2442
O -0.0714 1.6979 -0.6421
H -1.5107 -0.2569 1.5502
H -1.9063 0.0303 -0.0264
H -1.9519 1.3792 1.1075
H 0.6439 1.2975 1.1718
H 0.4107 -0.7641 -1.1734
H 0.9734 -1.1756 0.4932
H 1.8226 -0.0347 -0.5471
H -0.5198 2.5020 -0.3698
C 12.9288 1.2794 1.0119
C 11.4941 1.7284 1.3351
C 10.4000 1.0501 0.5084
O 11.2919 1.4766 2.7050
H 13.1906 1.5300 -0.0161
H 13.1039 0.2351 1.2704
H 13.6015 1.9186 1.5836
H 11.4238 2.8048 1.1785
H 10.3001 0.0516 0.9340
H 10.4897 1.1244 -0.5753
H 9.4192 1.4562 0.7556
H 12.0734 1.8831 3.0867
C -9.3304 -5.2403 0.4411
C -8.0849 -6.1102 0.5401
C -7.9717 -7.1350 -0.5228
O -7.1047 -5.1577 0.4317
H -10.1863 -5.9033 0.5680
H -9.4469 -4.8027 -0.5503
H -9.3768 -4.4978 1.2378
H -8.0164 -6.5985 1.5123
H -8.8428 -7.7902 -0.5222
H -7.0802 -7.7382 -0.3507
H -7.9639 -6.7550 -1.5443
H -7.1697 -4.8532 -0.4764
C 8.9372 -4.6548 -3.0948
C 7.8838 -5.7388 -2.9858
C 6.8071 -5.4684 -1.8910
O 7.2536 -5.7858 -4.2938
H 8.3342 -3.7732 -3.3119
H 9.6376 -4.8208 -3.9134
H 9.4871 -4.5023 -2.1661
H 8.3295 -6.7042 -2.7460
H 7.0586 -5.6525 -0.8465
H 5.9185 -6.0653 -2.0964
H 6.5168 -4.4273 -2.0324
H 6.8772 -4.9147 -4.4388
C 4.4313 5.5723 -3.8571
C 3.9278 5.0974 -5.3034
C 5.0745 5.0889 -6.3356
O 3.4743 3.7635 -5.2448
H 3.6439 5.4968 -3.1072
H 4.6427 6.6410 -3.8222
H 5.2369 4.9131 -3.5336
H 3.2022 5.8295 -5.6577
H 5.8257 4.3959 -5.9569
H 5.5533 6.0675 -6.3718
H 4.8220 4.7498 -7.3403
H 2.8662 3.7094 -4.5039
C 3.9646 8.0137 3.6554
C 4.7802 6.8261 4.1452
C 6.2384 7.3024 4.4802
O 4.2561 6.2424 5.2752
H 4.2971 8.3932 2.6892
H 3.9358 8.7732 4.4366
H 2.9199 7.7059 3.6101
H 4.8247 6.0690 3.3624
H 6.8770 6.4412 4.6769
H 6.1308 7.9671 5.3374
H 6.6284 7.8613 3.6296
H 4.7047 5.3939 5.2973
C -3.0659 3.2495 10.0017
C -1.8442 3.4068 8.9397
O -1.2748 4.6798 9.1527
O -2.6597 3.2603 11.3300
H -3.5601 2.2974 9.8085
H -3.6475 4.1537 9.8226
H -2.1633 3.4250 7.8976
H -1.0595 2.6595 9.0571
H -0.5428 4.8559 8.5571
H -1.9786 3.9368 11.3290
C -3.5107 -4.2117 6.7760
C -3.3960 -5.0130 8.1370
O -3.5660 -4.1832 9.2692
O -3.3884 -5.1070 5.7081
H -2.7453 -3.4356 6.7725
H -4.4698 -3.6943 6.7507
H -2.4664 -5.5821 8.1222
H -4.2179 -5.7241 8.2203
H -2.6846 -4.1551 9.6486
H -3.6448 -4.7235 4.8663
C -3.3754 -1.4313 -7.0622
C -4.4617 -1.8190 -6.0685
O -4.7845 -3.1780 -6.1744
O -3.9096 -1.0814 -8.3100
H -2.6295 -2.2135 -7.2040
H -2.8096 -0.6190 -6.6059
H -5.3498 -1.2144 -6.2522
H -4.1295 -1.6424 -5.0455
H -5.5537 -3.2551 -6.7436
H -4.1614 -0.1578 -8.2373
C -3.5650 7.6614 -7.1127
C -3.2254 6.1408 -7.1727
O -4.3740 5.3802 -7.5884
O -3.4157 8.4365 -8.2695
H -2.9818 8.0139 -6.2620
H -4.5572 7.8187 -6.6896
H -2.8348 5.7403 -6.2373
H -2.4472 6.0119 -7.9250
H -5.1685 5.7882 -7.2364
H -3.6158 9.3429 -8.0243
C 5.3539 -1.1886 -8.9521
C 4.2684 -0.9524 -9.9522
O 4.6775 -1.3695 -11.2084
O 4.8128 -1.3623 -7.6551
H 6.1300 -0.4234 -8.9615
H 5.7852 -2.1737 -9.1299
H 3.9966 0.1029 -9.9258
H 3.3860 -1.5033 -9.6268
H 5.2126 -0.6736 -11.5969
H 4.3421 -0.5887 -7.3364
*
```

Properties
* LUMO: 0.135 eV
* gap between HOMO and LUMO: 10.0 eV
* HOMO level: -9.83 eV
* energy above the lowest of the compared OMol25 structures with the same formula, charge and spin: 466.95 kJ/mol


Record 6
Below is a single CHBrN2O3 molecule in a non-equilibrium geometry, with properties calculated with ωB97M-V with the def2-TZVPD basis set.

Geometry as ORCA input:
```
! RIJCOSX wB97M-V def2-TZVPD def2/J DEFGRID3
* xyz 0 1
O 0.3508 2.2072 0.8296
N -0.3863 1.3205 0.5289
C 0.3511 0.0054 0.2419
Br 0.0650 -0.7680 1.9743
N -0.3795 -0.7889 -0.8404
O -0.1369 -0.3947 -1.9574
O -1.1475 -1.6358 -0.5156
H 1.2833 0.0542 -0.2613
*
```

Properties
* LUMO: -1.225 eV
* gap between HOMO and LUMO: 9.3 eV
* HOMO level: -10.49 eV
* SMILES: O=N[C@@H](Br)[N+](=O)[O-]
* energy above the lowest of the compared OMol25 structures with the same formula, charge and spin: 4.32 kJ/mol


Record 7
Below is C35H39GeN5OPbS3 as an isolated structure, with properties calculated with ωB97M-V with the def2-TZVPD basis set.

Geometry as ORCA input:
```
! RIJCOSX wB97M-V def2-TZVPD def2/J DEFGRID3
* xyz 4 1
Pb 0.6580 2.2411 -2.2043
N 5.0394 3.7811 -2.4510
C 3.9470 3.0598 -2.5194
N 2.8012 3.3830 -1.9409
C 2.7313 4.5827 -1.2293
N 1.6230 4.9857 -0.6905
N 0.5490 4.1636 -0.9122
C -0.5668 4.5560 -0.4141
C -1.7845 3.7649 -0.5837
C -3.0011 4.2390 -0.1329
C -4.1400 3.4653 -0.3497
C -4.0091 2.2548 -1.0030
C -2.7442 1.8482 -1.4163
N -1.6532 2.5788 -1.2085
C 3.9212 5.4053 -1.1008
C 3.9335 6.6091 -0.3884
C 5.0917 7.3536 -0.3257
C 6.2521 6.9165 -0.9703
C 6.2619 5.7316 -1.6807
C 5.0922 4.9892 -1.7364
H 5.8694 3.4669 -2.9382
H 4.0072 2.1434 -3.0945
H -0.5948 5.4924 0.1365
H -3.0630 5.1990 0.3627
H -5.1090 3.8144 -0.0185
H -4.8672 1.6286 -1.2025
H -2.6118 0.9042 -1.9333
H 3.0310 6.9440 0.1018
H 5.1037 8.2854 0.2221
H 7.1533 7.5121 -0.9167
H 7.1588 5.3932 -2.1845
C 0.1435 2.3697 3.0482
C -0.0522 1.4403 1.8575
C 1.1120 0.4747 1.6652
C 0.9060 -0.5051 0.5020
Ge -0.3802 -1.9360 0.8415
C -2.2436 -1.4565 1.0844
C -2.6419 -1.5023 2.5670
C -4.1174 -1.1733 2.7895
C -4.4840 0.2524 2.3948
H -0.6853 3.0703 3.1491
H 1.0633 2.9492 2.9500
H 0.2086 1.8040 3.9780
H -0.1648 2.0320 0.9396
H -0.9893 0.8868 1.9732
H 1.2912 -0.0758 2.5935
H 2.0252 1.0519 1.4914
H 1.8478 -0.9741 0.2088
H 0.5164 0.0225 -0.3846
H 0.1428 -2.9523 1.8759
H -2.8707 -2.1392 0.5064
H -2.3843 -0.4552 0.6698
H -2.0315 -0.8000 3.1464
H -2.4244 -2.4963 2.9695
H -4.3504 -1.3276 3.8440
H -4.7318 -1.8858 2.2305
H -3.8334 0.9757 2.8939
H -5.5091 0.4836 2.6804
H -4.4047 0.4090 1.3156
O -0.1342 -2.9041 -0.7555
C -0.4735 -4.2123 -0.7623
C 0.6332 -5.2428 -0.3410
C 1.9445 -4.7951 0.0880
C 2.5499 -5.6324 0.9690
C 1.7514 -6.7654 1.2448
S 0.2904 -6.7960 0.4660
C -1.8657 -4.5704 -0.3772
C -2.3309 -4.9837 0.8435
C -3.7462 -5.0626 0.8893
C -4.3206 -4.6957 -0.2894
S -3.1638 -4.2419 -1.4615
C 0.1860 -5.0636 -1.8471
C 1.1455 -4.5632 -2.8210
C 1.1152 -5.2229 -4.0038
C 0.1416 -6.2540 -4.0042
S -0.7314 -6.3993 -2.6080
H 2.3603 -3.8561 -0.2485
H 3.5146 -5.4728 1.4280
H 2.0115 -7.5713 1.9231
H -1.6983 -5.1989 1.6947
H -4.3085 -5.3899 1.7513
H -5.3703 -4.6843 -0.5411
H 1.8000 -3.7343 -2.5946
H 1.7368 -5.0106 -4.8612
H -0.0754 -6.9118 -4.8397
*
```

Properties
* LUMO: -11.990 eV
* gap between HOMO and LUMO: 5.3 eV
* HOMO level: -17.29 eV
* energy above the lowest of the compared OMol25 structures with the same formula, charge and spin: 0.00 kJ/mol


The calculation returns the following molecular weight values, one per record and in order: 591.74; 168.97; 475.72; 234.08; 911.30; 168.93; 921.74 g/mol.